1.
CHBr2NO | ωB97M-V with the def2-TZVPD basis set

Its HOMO-LUMO gap is 10.01 eV. The calculation puts the energy relative to the best compared isomer or geometry (same formula, charge and spin) at 0.00 kcal per mole. Its HOMO energy is -10.2281 eV. Its LUMO energy is -0.0079 Ha. Its max |F| is 3.76 eV/A.

Positions of all 6 atoms, in Å:
O  0.599  -0.366  -1.509
C  -0.021  0.147  -0.672
Br  -1.131  1.778  -1.018
N  0.089  -0.147  0.631
Br  0.890  -1.694  1.099
H  -0.426  0.282  1.469

=====

2.
C10H12NOS | ωB97M-V with the def2-TZVPD basis set

Its HOMO-LUMO gap is 6.71 eV. Its charge is +1. The calculation puts the energy relative to the best compared isomer or geometry (same formula, charge and spin) at 56.02 kcal per mole. Its HOMO energy is -11.6558 eV. Its LUMO energy is -0.1818 Ha. Its max |F| is 5.47 eV/A.

Positions of all 25 atoms, in Å:
C  -3.018  0.378  0.592
C  -0.329  2.303  0.791
C  -2.503  -0.775  1.263
C  0.503  1.174  0.886
C  -2.739  0.095  -0.753
C  -0.252  2.731  -0.509
C  -1.907  -1.552  0.284
C  1.076  0.680  -0.222
C  1.918  -1.236  -1.629
C  1.771  -0.530  -0.325
N  2.247  -1.078  0.740
O  -2.012  -0.981  -0.864
S  0.635  1.674  -1.583
H  -3.252  1.314  0.979
H  -0.874  2.946  1.493
H  -2.400  -0.970  2.280
H  0.597  0.699  1.913
H  -2.685  0.739  -1.710
H  -0.611  3.682  -0.911
H  2.013  -0.480  -2.470
H  1.128  -1.909  -1.789
H  2.885  -1.733  -1.979
H  1.836  -0.716  1.599
H  2.540  -2.062  0.789
H  -1.470  -2.422  0.271